31
Properties=species:S:1:pos:R:3:forces:R:3:lowdin_charge:R:1 method="wB97M-V/def2-TZVPD" gap_ev="2.9202 / 2.9197" lumo_ev="4.69 / 4.69" multiplicity=1 total_charge=-2
C -0.921 0.829 -3.139 0.5 0.6 -0.6 -0.23
C 0.458 0.653 -3.413 -0.4 0.4 -0.2 -0.23
C 1.199 1.411 -2.468 -0.1 0.2 -0.2 -0.22
C 0.281 2.048 -1.604 -0.3 0.8 -0.8 -0.25
C -1.042 1.705 -2.030 0.3 0.3 0.0 -0.25
Be -0.357 -0.242 -0.450 -1.7 -0.7 -4.1 0.17
N -1.451 -1.223 -0.979 0.1 1.3 1.7 -0.15
C -0.292 -2.426 -1.229 -0.2 -1.9 -0.1 -0.41
C 0.910 -2.181 -2.086 -1.5 -0.3 1.4 -0.21
H 2.286 1.552 -2.456 -0.4 -0.3 0.1 0.06
H 0.883 0.038 -4.218 -0.2 0.2 0.5 0.06
H 0.528 2.844 -0.884 -0.1 -0.6 -0.1 0.07
H -1.964 2.169 -1.654 0.4 -0.4 -0.1 0.06
H -1.746 0.415 -3.725 0.3 -0.1 0.4 0.06
H 0.794 -2.135 -3.153 0.0 0.4 -0.2 -0.05
H -1.021 -3.109 -1.720 0.7 -0.1 0.3 0.04
H -2.290 -1.189 -0.273 1.7 -1.2 -1.2 0.01
H 1.876 -1.954 -1.649 -0.1 0.2 0.1 -0.05
H 0.071 -2.905 -0.263 -0.7 0.7 -0.8 0.05
F -0.150 0.276 5.843 0.0 0.1 -0.2 0.07
C -0.011 0.307 4.495 -0.1 -0.4 -0.1 -0.16
C 0.525 1.401 3.852 0.1 0.4 -0.7 -0.14
F 0.912 2.466 4.593 -0.1 -0.2 -0.2 0.07
C 0.660 1.409 2.449 0.1 1.1 2.5 -0.12
F 1.195 2.520 1.892 -0.3 -0.8 0.1 0.10
C 0.278 0.317 1.703 1.3 0.1 -2.0 -0.21
O 0.590 0.368 0.418 1.0 0.2 2.8 -0.03
C -0.254 -0.789 2.347 -0.6 -0.7 1.5 -0.14
F -0.624 -1.922 1.737 0.3 0.5 0.1 0.10
C -0.401 -0.784 3.726 0.0 0.2 0.0 -0.15
F -0.919 -1.866 4.337 0.0 0.0 0.1 0.09